Entry 1:
{
  "formula": "C10H37N18O12",
  "method": "ωB97M-V/def2-TZVPD",
  "species": ["O", "C", "O", "O", "H", "C", "O", "N", "N", "H", "H", "H", "H", "C", "O", "N", "N", "H", "H", "H", "H", "C", "O", "N", "N", "H", "H", "H", "H", "C", "O", "N", "N", "H", "H", "H", "H", "C", "O", "N", "N", "H", "H", "H", "H", "C", "O", "N", "N", "H", "H", "H", "H", "C", "O", "N", "N", "H", "H", "H", "H", "C", "O", "N", "N", "H", "H", "H", "H", "C", "O", "N", "N", "H", "H", "H", "H"],
  "positions_angstrom": [[3.2231, -18.1901, -2.3626], [4.1200, -17.1740, -2.3336], [5.2987, -17.5308, -2.5989], [3.7198, -15.9957, -2.1779], [3.8274, -18.9271, -2.5675], [3.0738, -15.2934, 1.3807], [2.6123, -16.4399, 1.2934], [3.4825, -14.6196, 0.2883], [3.3207, -14.6971, 2.5503], [4.2086, -13.9253, 0.2844], [3.4518, -15.1322, -0.5965], [3.0557, -15.1251, 3.4171], [3.7100, -13.7723, 2.5318], [5.5582, -20.9047, -0.8876], [4.6951, -20.5047, -1.6884], [6.7013, -21.4939, -1.3247], [5.2209, -20.9829, 0.4108], [6.8807, -21.3190, -2.2982], [7.3689, -21.7472, -0.6191], [4.3395, -20.5037, 0.5227], [5.8402, -21.3878, 1.0868], [3.5466, -12.9731, -4.2126], [3.3702, -11.8564, -4.6980], [2.9486, -13.3865, -3.0660], [4.4869, -13.8292, -4.6666], [2.4925, -12.7171, -2.4774], [3.1224, -14.3367, -2.7722], [4.6211, -14.7450, -4.2765], [4.7405, -13.6739, -5.6284], [-0.2986, -16.4183, -1.0088], [-1.5166, -16.4988, -1.1936], [0.4862, -17.5211, -1.0717], [0.3927, -15.2601, -0.8575], [-0.0279, -18.3962, -1.1633], [1.4810, -17.3952, -1.1084], [1.3454, -15.2586, -0.5557], [-0.2086, -14.4546, -0.8677], [9.3456, -17.1763, -3.1246], [10.2654, -17.9469, -3.3681], [8.0738, -17.5615, -2.8394], [9.4693, -15.8193, -3.1298], [8.1501, -18.5660, -2.7541], [7.2134, -17.0547, -2.9373], [10.2271, -15.4122, -3.6497], [8.8257, -15.2027, -2.6701], [0.6448, -20.8745, -2.0118], [-0.1793, -20.0147, -1.7864], [1.7400, -20.7246, -2.8317], [0.5445, -22.1892, -1.5888], [1.7718, -19.7753, -3.1738], [2.5748, -21.2390, -2.6112], [-0.2586, -22.4846, -1.0686], [1.2857, -22.7613, -1.9411], [0.9816, -16.5206, -5.4325], [0.4613, -16.4016, -6.5494], [0.2893, -16.2992, -4.2694], [2.3147, -16.6780, -5.3393], [0.9354, -16.4262, -3.5056], [-0.6908, -16.5097, -4.2956], [2.7598, -16.9646, -6.1971], [2.7105, -16.9476, -4.4529], [6.8541, -16.6769, 0.6685], [7.4147, -16.4738, 1.7334], [6.5938, -15.6872, -0.2509], [6.5101, -17.9298, 0.2170], [6.2345, -15.9149, -1.1648], [6.4086, -14.8534, 0.2822], [5.9859, -17.8776, -0.6416], [7.0312, -18.7059, 0.5738], [5.7591, -16.8120, -6.6229], [4.7443, -17.4597, -6.8501], [6.2754, -16.3688, -5.4541], [6.7516, -16.7449, -7.5964], [5.6567, -16.6132, -4.6845], [6.9247, -15.6109, -5.3836], [7.4008, -15.9808, -7.5394], [6.5359, -17.0852, -8.5192]],
  "gap_ev": 8.252,
  "relative_energy_kj_mol": 0.00,
  "multiplicity": 1,
  "homo_energy_ev": -6.39,
  "total_charge": -1,
  "molar_mass_g_mol": 601.52
}

=====

Entry 2:
{
  "formula": "C10H37N2OsSi4Te",
  "method": "ωB97M-V/def2-TZVPD",
  "species": ["C", "Os", "N", "N", "H", "H", "H", "H", "H", "H", "H", "H", "H", "H", "C", "Si", "C", "C", "Si", "Te", "Si", "C", "C", "C", "Si", "C", "C", "C", "H", "H", "H", "H", "H", "H", "H", "H", "H", "H", "H", "H", "H", "H", "H", "H", "H", "H", "H", "H", "H", "H", "H", "H", "H", "H", "H"],
  "positions_angstrom": [[0.3090, -2.0933, -1.1620], [0.3417, 1.2514, 0.1770], [-1.4130, 1.5487, 1.2244], [-0.9581, 1.0936, -1.5574], [-1.0700, 2.4666, 1.5015], [-0.2752, -1.5729, -0.4085], [0.8653, -2.9800, -0.7244], [0.9747, -1.2756, -1.5062], [-0.5126, -2.3636, -1.8506], [-0.9742, 2.0911, -1.7650], [-1.9510, 0.7817, -1.4276], [-0.6717, 0.6322, -2.3925], [-2.2509, 1.5339, 0.6815], [-1.5067, 0.9206, 2.0891], [3.5727, 1.3757, 4.5076], [2.7045, -0.2497, 4.9270], [3.6789, -1.1067, 6.2919], [0.9685, 0.1545, 5.5580], [2.4779, -1.5789, 3.0280], [2.2790, 0.3929, 1.2817], [4.6048, -2.3008, 2.3888], [5.5349, -3.1588, 3.7845], [4.3676, -3.5041, 0.9460], [5.6640, -0.8624, 1.7826], [1.3512, -3.5464, 3.7793], [2.3501, -4.3776, 5.1608], [-0.3539, -3.1476, 4.4529], [1.1509, -4.7940, 2.3707], [3.5144, 2.0232, 5.3969], [3.1031, 1.9064, 3.6679], [4.6306, 1.2224, 4.2631], [3.7611, -0.3981, 7.1319], [3.1920, -2.0065, 6.6734], [4.6949, -1.3732, 5.9900], [0.3016, 0.4805, 4.7471], [0.4982, -0.6972, 6.0666], [1.0540, 0.9833, 6.2798], [5.0590, -4.0815, 4.1185], [6.5333, -3.4271, 3.3981], [5.6841, -2.5166, 4.6550], [3.6791, -3.1047, 0.1903], [5.3515, -3.6543, 0.4664], [3.9925, -4.4836, 1.2730], [5.2020, -0.3264, 0.9516], [5.8782, -0.1402, 2.5811], [6.6297, -1.2742, 1.4354], [2.4666, -3.7401, 6.0437], [1.7920, -5.2766, 5.4716], [3.3452, -4.7035, 4.8379], [-0.9254, -2.5236, 3.7492], [-0.9026, -4.0830, 4.5920], [-0.3200, -2.6277, 5.4194], [0.6929, -4.3259, 1.4836], [2.1037, -5.2549, 2.0705], [0.4799, -5.5910, 2.7171]],
  "gap_ev": [6.363, 6.541],
  "relative_energy_kj_mol": 13.22,
  "multiplicity": 5,
  "homo_energy_ev": [-9.90, -10.93],
  "total_charge": 1,
  "molar_mass_g_mol": 615.59
}

=====

Entry 3:
{
  "formula": "C10H37O10",
  "method": "ωB97M-V/def2-TZVPD",
  "species": ["C", "O", "H", "H", "H", "C", "O", "H", "H", "H", "C", "O", "H", "H", "H", "C", "O", "H", "H", "H", "H", "C", "O", "H", "H", "H", "H", "C", "O", "H", "H", "H", "H", "C", "O", "H", "H", "H", "H", "C", "O", "H", "H", "H", "H", "C", "O", "H", "H", "H", "H", "C", "O", "H", "H", "H", "H"],
  "positions_angstrom": [[-24.4511, 9.5337, -0.9731], [-25.8015, 9.0703, -0.9450], [-23.7703, 8.9092, -0.3947], [-24.0496, 9.5665, -1.9859], [-24.3019, 10.5136, -0.5195], [-22.5071, 1.7848, -3.6322], [-23.8389, 1.3826, -3.8227], [-22.3442, 2.3327, -2.7041], [-21.7959, 0.9609, -3.5729], [-22.1432, 2.4711, -4.3969], [-23.8887, 5.6768, -2.8692], [-25.1308, 5.5372, -3.4970], [-23.0339, 5.7350, -3.5429], [-23.8000, 6.5536, -2.2277], [-23.7252, 4.8683, -2.1566], [-25.8021, 1.8468, -1.0707], [-25.9250, 2.8890, -1.9588], [-26.7454, 1.3041, -1.1332], [-24.9603, 1.1722, -1.2267], [-25.6828, 2.2840, -0.0794], [-25.1410, 3.4262, -1.8233], [-23.1801, 4.5378, -6.7798], [-24.1695, 3.5483, -6.9614], [-22.3944, 4.3837, -7.5194], [-23.5452, 5.5633, -6.8367], [-22.6385, 4.5210, -5.8340], [-24.2613, 3.4588, -7.9129], [-24.4705, 8.7660, -5.4620], [-25.8981, 8.9176, -5.1660], [-24.0187, 7.8001, -5.2362], [-24.2458, 9.0652, -6.4858], [-23.9294, 9.3722, -4.7354], [-26.3354, 9.1589, -5.9858], [-19.8830, 4.6958, -3.3559], [-18.4699, 4.8761, -3.1398], [-19.9918, 4.1743, -4.3069], [-20.3055, 4.0927, -2.5522], [-20.3957, 5.6571, -3.3896], [-18.1713, 4.0168, -2.8332], [-23.7427, 5.2028, 1.1286], [-22.8792, 5.2013, 2.2349], [-23.9030, 6.2248, 0.7853], [-23.1971, 4.6919, 0.3353], [-24.7466, 4.8478, 1.3619], [-22.2140, 5.8868, 2.1391], [-20.8587, 7.7083, -1.2886], [-19.4951, 7.4278, -1.4491], [-21.3611, 6.7513, -1.4295], [-21.1419, 8.1464, -0.3315], [-21.2273, 8.3792, -2.0645], [-19.2657, 6.9297, -0.6611], [-20.8383, 7.7090, -5.2016], [-19.8527, 8.5187, -4.6658], [-21.2089, 7.9864, -6.1885], [-20.5677, 6.6652, -5.3606], [-21.6684, 7.6718, -4.4961], [-20.2778, 9.3322, -4.3848]],
  "gap_ev": 2.951,
  "relative_energy_kj_mol": 357.71,
  "multiplicity": 1,
  "homo_energy_ev": 3.34,
  "total_charge": -3,
  "molar_mass_g_mol": 317.40
}

=====

Entry 4:
{
  "formula": "C10H40AgN20O10",
  "method": "ωB97M-V/def2-TZVPD",
  "species": ["Ag", "C", "O", "N", "N", "H", "H", "H", "H", "C", "O", "N", "N", "H", "H", "H", "H", "C", "O", "N", "N", "H", "H", "H", "H", "C", "O", "N", "N", "H", "H", "H", "H", "C", "O", "N", "N", "H", "H", "H", "H", "C", "O", "N", "N", "H", "H", "H", "H", "C", "O", "N", "N", "H", "H", "H", "H", "C", "O", "N", "N", "H", "H", "H", "H", "C", "O", "N", "N", "H", "H", "H", "H", "C", "O", "N", "N", "H", "H", "H", "H"],
  "positions_angstrom": [[11.5158, 9.7131, 11.1014], [9.9641, 12.7129, 10.0826], [10.9422, 12.0779, 10.4652], [8.6934, 12.2069, 10.1135], [10.1751, 13.9427, 9.7613], [8.6120, 11.2098, 10.2527], [7.9010, 12.5820, 10.6150], [9.4959, 14.4786, 9.2402], [11.1457, 14.1986, 9.8734], [8.0652, 8.7908, 16.0166], [8.2349, 8.5551, 17.2160], [9.0827, 8.7849, 15.1672], [6.9601, 9.1078, 15.5109], [9.9835, 8.5763, 15.5734], [8.9780, 9.0096, 14.1881], [6.1383, 8.8729, 16.0491], [6.9394, 9.4390, 14.5570], [7.9057, 8.9139, 11.7143], [8.8562, 9.2866, 11.0376], [7.7040, 7.7298, 12.2387], [6.8995, 9.7109, 12.0234], [8.3394, 7.0396, 11.8646], [6.8963, 7.3836, 12.7366], [6.7960, 10.6297, 11.6169], [6.0856, 9.3394, 12.4922], [11.8642, 6.7960, 13.0691], [11.6556, 7.8166, 12.4943], [11.9199, 5.5695, 12.6199], [12.2096, 6.8849, 14.3602], [11.6916, 5.2348, 11.6947], [11.9022, 4.8262, 13.3034], [12.9278, 6.3126, 14.7805], [12.0388, 7.7560, 14.8420], [11.6615, 11.5784, 14.1413], [11.2453, 10.6586, 13.4808], [12.0595, 11.3586, 15.3493], [11.6874, 12.8210, 13.8157], [11.7820, 10.5055, 15.8132], [12.4983, 12.1164, 15.8527], [12.0532, 13.5018, 14.4659], [11.4054, 12.8976, 12.8489], [10.8388, 7.9467, 7.7033], [10.8253, 8.7902, 8.6257], [10.8823, 8.1011, 6.3822], [10.8254, 6.6508, 7.8846], [11.0798, 8.9959, 5.9575], [11.0925, 7.1792, 6.0270], [11.2140, 6.0782, 7.1489], [10.8214, 6.1844, 8.7804], [6.8435, 11.0813, 7.6843], [6.2853, 12.1386, 7.4080], [7.9453, 10.6817, 7.1216], [6.4814, 10.2480, 8.6197], [8.3018, 9.7678, 7.3622], [8.5530, 11.4247, 6.8074], [5.5175, 10.3252, 8.9112], [7.1058, 9.4639, 8.7439], [14.8294, 7.7228, 6.6828], [15.2526, 7.0920, 5.7436], [14.2314, 8.8713, 6.5564], [14.7110, 7.4181, 7.9484], [13.9354, 9.4135, 7.3555], [14.5817, 9.3496, 5.7386], [14.9614, 6.4805, 8.2284], [14.3137, 8.2086, 8.4357], [12.9246, 12.6522, 7.2565], [13.5389, 12.5754, 6.2409], [11.8794, 11.8696, 7.6308], [13.1172, 13.5048, 8.2722], [11.4875, 11.3437, 6.8627], [11.3732, 12.1303, 8.4650], [12.5031, 13.5093, 9.0739], [13.9488, 14.0778, 8.2555], [14.9252, 10.7661, 10.6732], [14.3576, 9.9829, 9.8825], [16.0289, 10.5914, 11.2374], [14.6146, 11.9660, 10.8737], [16.5525, 11.4172, 11.4905], [16.4113, 9.6569, 11.2629], [13.8636, 12.2988, 10.2860], [15.2638, 12.5486, 11.3827]],
  "gap_ev": 8.983,
  "multiplicity": 1,
  "homo_energy_ev": -11.27,
  "total_charge": 1,
  "molar_mass_g_mol": 708.43
}